Record 1
Computed, not measured: a structure of composition C35H48Ge2KN11O6P3 in a non-equilibrium geometry, with ωB97M-V with the def2-TZVPD basis set.

Summary:
- Energy above the lowest of the compared OMol25 structures with the same formula, charge and spin: 33.2 kcal per mole
- Gap between HOMO and LUMO (alpha / beta): 6.446 / 8.201 eV
- Strongest force on any atom: 0.052 Eh/bohr
- E_HOMO (alpha / beta): -0.2281 / -0.2992 Eh

```
! RIJCOSX wB97M-V def2-TZVPD def2/J DEFGRID3
* xyz 0 2
Ge -2.171 -0.421 -0.169
Ge -4.066 1.079 -0.187
K 1.077 -0.548 0.388
P 1.652 -0.823 3.455
P 2.840 -2.932 1.684
P 1.047 3.316 0.482
O 3.362 -4.322 1.718
O 2.204 0.072 2.386
O 2.007 -0.090 4.867
O 0.222 -1.265 3.496
O 3.944 -1.878 1.176
O 1.495 -2.636 1.088
N 0.844 0.092 -5.048
N 0.401 2.521 3.073
N 1.558 -3.474 3.889
N -0.362 1.659 -1.364
N 1.602 -2.592 -4.105
N -0.978 1.672 1.571
N 3.833 2.666 0.590
N 0.056 3.706 -2.086
N 2.574 1.215 -0.493
N 2.015 -1.727 -2.121
N 2.563 0.855 -3.883
C 4.671 1.690 0.111
C -4.420 1.995 1.500
C -1.751 -2.930 1.337
C -1.405 1.327 2.834
C 1.119 1.341 -5.549
C -3.148 -1.555 -4.169
C 2.590 -2.427 3.453
C 0.122 2.377 1.747
C -1.440 -2.475 -2.186
C -2.237 -1.357 -1.918
C 0.585 5.060 -2.173
C 1.574 3.153 3.649
C -3.081 -0.905 -2.941
C 3.845 -2.505 4.301
C 1.988 -3.108 -2.030
C -0.827 1.790 -2.644
C -0.574 3.049 -3.105
C -5.720 0.146 -0.635
C -0.564 1.844 3.768
C 2.566 2.328 0.206
C 1.737 -3.658 -3.248
C -2.051 -3.911 2.274
C -3.704 -1.710 1.997
C -3.177 -3.792 3.080
C 3.878 0.802 -0.560
C 2.178 1.792 -4.819
C 1.780 -1.455 -3.379
C -4.000 -2.684 2.944
C -2.369 -2.681 -4.403
C 1.740 -0.148 -4.048
C -2.588 -1.820 1.164
C 4.246 3.837 1.347
C -3.888 2.534 -1.478
C -1.517 -3.138 -3.406
C 0.175 2.821 -1.046
H -5.723 -0.187 -1.674
H 2.380 2.427 3.752
H 1.647 -3.697 4.878
H 3.617 -2.444 5.370
H 1.468 -2.647 -5.100
H -3.702 -0.031 -2.787
H 3.555 -0.981 1.267
H -3.543 2.539 1.841
H -3.955 2.190 -2.512
H 5.732 1.717 0.295
H -5.878 -0.727 -0.001
H 3.662 4.702 1.043
H 1.685 -4.331 3.342
H 1.667 5.048 -2.297
H 4.396 -3.425 4.095
H -0.837 -3.037 0.764
H 2.693 2.734 -4.918
H 4.122 3.678 2.418
H -4.701 3.241 -1.292
H 1.892 3.976 3.010
H 4.492 -1.662 4.063
H -0.537 1.762 4.841
H -4.366 -0.856 1.910
H -0.750 -2.850 -1.439
H 0.047 -0.479 -5.278
H 0.541 1.781 -6.344
H -3.411 -4.558 3.810
H -2.266 0.697 2.992
H -6.549 0.845 -0.486
H -4.879 -2.578 3.570
H 1.648 -4.679 -3.578
H -1.401 -4.774 2.371
H -3.821 -1.190 -4.936
H -2.935 3.048 -1.350
H -0.785 3.532 -4.045
H 1.318 3.562 4.624
H -5.232 2.704 1.318
H 4.154 -0.089 -1.102
H 1.364 -0.361 5.531
H -0.910 -4.018 -3.573
H 5.296 4.031 1.143
H 0.641 -3.028 3.700
H 2.141 -3.609 -1.087
H -1.327 0.979 -3.149
H 0.333 5.629 -1.282
H 0.135 5.542 -3.038
H -4.733 1.309 2.289
H -2.437 -3.206 -5.348
*
```



Record 2
Computed, not measured: a structure of composition Cl2H5NSi2 in a non-equilibrium geometry, with ωB97M-V with the def2-TZVPD basis set.

Summary:
- Gap between HOMO and LUMO (alpha / beta): 5.711 / 8.278 eV
- Strongest force on any atom: 0.062 Eh/bohr
- E_HOMO (alpha / beta): -0.1844 / -0.3969 Eh

```
! RIJCOSX wB97M-V def2-TZVPD def2/J DEFGRID3
* xyz 0 3
Cl 2.105 2.266 -0.628
Cl -1.023 3.082 0.024
Si 0.406 1.805 0.251
Si -0.194 -1.782 0.072
N -0.509 -0.254 -0.651
H -0.328 -0.190 -1.624
H 0.292 1.200 1.621
H -1.283 -2.639 -0.462
H -0.737 -1.194 1.390
H 1.272 -2.293 0.007
*
```



Record 3
Computed, not measured: a structure of composition C2H5N2 in a non-equilibrium geometry, with ωB97M-V with the def2-TZVPD basis set.

Summary:
- Energy above the lowest of the compared OMol25 structures with the same formula, charge and spin: 28.5 kcal per mole
- Gap between HOMO and LUMO (alpha / beta): 9.377 / 9.651 eV
- Strongest force on any atom: 0.074 Eh/bohr
- E_HOMO (alpha / beta): -0.4973 / -0.6166 Eh

```
! RIJCOSX wB97M-V def2-TZVPD def2/J DEFGRID3
* xyz 1 3
N -0.768 -0.519 -0.332
N 0.865 0.096 0.598
C 0.281 0.391 -0.633
C -0.169 -0.729 0.836
H -0.721 2.277 -0.739
H 0.624 0.497 -1.583
H 1.633 0.289 1.193
H -0.452 -1.255 1.638
H -1.294 -1.046 -0.976
*
```



Record 4
Computed, not measured: a cluster of 2 separate species, C15H20NO5 in total in a non-equilibrium geometry, with ωB97M-V with the def2-TZVPD basis set.

Summary:
- Gap between HOMO and LUMO: 2.021 eV
- Strongest force on any atom: 0.035 Eh/bohr
- E_HOMO: -0.0611 Eh

```
! RIJCOSX wB97M-V def2-TZVPD def2/J DEFGRID3
* xyz -1 1
O 2.006 3.377 -0.738
O 1.941 -6.729 -0.522
O 3.792 -5.034 -1.110
O 1.185 -1.718 0.998
O -0.656 -3.434 1.613
N 0.140 2.152 -0.304
C -4.241 2.585 0.015
C 0.389 -3.901 0.955
C 2.349 1.390 0.533
C -1.834 0.624 0.085
C 2.745 -4.547 -0.450
C 2.612 -3.260 -0.096
C 1.494 2.378 -0.241
C -2.286 1.514 1.214
C 1.705 -5.591 -0.131
C 1.426 -2.857 0.624
C 0.530 -5.192 0.596
C -0.536 2.960 -1.325
C -0.339 0.763 -0.264
C -3.233 2.515 0.962
C -0.803 4.402 -0.883
H 0.203 0.169 0.463
H -1.440 1.927 1.773
H -1.811 4.709 -1.159
H -5.142 3.155 0.207
H 3.375 1.747 0.489
H -0.673 4.483 0.195
H -4.154 2.095 -0.950
H 0.044 2.948 -2.254
H -0.087 5.083 -1.348
H -0.175 0.294 -1.249
H 2.007 1.322 1.567
H -1.491 2.485 -1.537
H 3.595 -5.987 -1.223
H 3.356 -2.509 -0.323
H -0.516 -2.470 1.717
H 2.283 0.390 0.109
H -3.148 3.369 1.640
H -2.442 0.785 -0.810
H -1.959 -0.446 0.333
H -0.212 -5.944 0.829
*
```



Record 5
Computed, not measured: a structure of composition C5H10BeO3 in a non-equilibrium geometry, with ωB97M-V with the def2-TZVPD basis set.

Summary:
- Energy above the lowest of the compared OMol25 structures with the same formula, charge and spin: 28.3 kcal per mole
- Gap between HOMO and LUMO (alpha / beta): 8.247 / 6.900 eV
- Strongest force on any atom: 0.108 Eh/bohr
- E_HOMO (alpha / beta): -0.4666 / -0.4556 Eh

```
! RIJCOSX wB97M-V def2-TZVPD def2/J DEFGRID3
* xyz 1 2
O 1.055 -0.539 -0.548
O -1.300 0.459 -0.337
O 2.484 1.514 -0.846
C 0.023 -1.516 -0.356
C 2.281 -0.593 -0.006
C -1.140 -0.808 0.299
C 2.817 0.749 0.151
C -2.542 1.099 -0.045
Be 0.331 1.168 -0.680
H -2.700 1.137 1.042
H -3.359 0.547 -0.527
H -2.494 2.112 -0.455
H -0.952 -0.645 1.371
H 0.373 -2.351 0.262
H 2.516 -1.445 0.634
H -0.236 -1.878 -1.357
H 3.861 0.801 0.496
H 1.033 1.597 0.724
H -2.051 -1.409 0.177
*
```



Record 6
Computed, not measured: the ion C6H13N2O2 with charge +1 in a non-equilibrium geometry, with ωB97M-V with the def2-TZVPD basis set.

Summary:
- Energy above the lowest of the compared OMol25 structures with the same formula, charge and spin: 98.3 kcal per mole
- Structure (SMILES): COC(=[NH+]C1(N)CC1)OC
- Gap between HOMO and LUMO: 10.276 eV
- Strongest force on any atom: 0.085 Eh/bohr
- E_HOMO: -0.4825 Eh

```
! RIJCOSX wB97M-V def2-TZVPD def2/J DEFGRID3
* xyz 1 1
O -1.732 0.936 -0.164
O -2.266 -1.254 0.001
N 1.189 0.461 1.327
N -0.127 -0.912 -0.018
C 2.229 -0.142 -0.896
C -0.689 1.850 -0.411
C 2.632 -1.363 -0.071
C -3.662 -0.937 0.250
C -1.401 -0.300 -0.073
C 1.307 -0.499 0.241
H 1.928 -0.276 -1.869
H -0.625 2.292 -1.363
H 2.501 -2.342 -0.317
H 2.813 0.676 -0.801
H -3.956 -0.391 -0.620
H -4.251 -1.820 0.129
H 0.961 -0.068 2.178
H 0.265 1.467 -0.017
H -1.019 2.653 0.246
H -0.104 -1.872 0.269
H -3.856 -0.433 1.325
H 1.960 1.013 1.603
H 3.387 -1.382 0.672
*
```



Record 7
Computed, not measured: a cluster of 2 separate species, C3H10NO in total in a non-equilibrium geometry, with ωB97M-V with the def2-TZVPD basis set.

Summary:
- Energy above the lowest of the compared OMol25 structures with the same formula, charge and spin: 99.1 kcal per mole
- Gap between HOMO and LUMO (alpha / beta): 8.894 / 6.515 eV
- Strongest force on any atom: 0.062 Eh/bohr
- E_HOMO (alpha / beta): -0.7249 / -0.7249 Eh

```
! RIJCOSX wB97M-V def2-TZVPD def2/J DEFGRID3
* xyz 2 2
O 0.379 -0.130 -0.275
N 3.944 0.274 -0.531
C -1.812 0.386 0.367
C -2.609 -0.754 0.087
C -0.434 0.205 0.870
H -2.177 1.346 -0.005
H -2.054 -1.669 0.297
H -0.332 -0.578 1.627
H 4.348 1.217 -0.599
H -0.131 0.235 -1.013
H -3.537 -0.715 0.701
H 2.926 0.256 -0.708
H -2.977 -0.767 -0.951
H 4.418 -0.361 -1.193
H 0.048 1.055 1.324
*
```